Entry 1:
C56H73BF3N5O4Si | wB97M-V/def2-TZVPD

Structure (XYZ):
```
143
Properties=species:S:1:pos:R:3:lowdin_charge:R:1
C 0.41057 -5.08289 3.83682 -0.099
C 0.23961 -3.62734 3.36640 -0.147
B 1.51405 -3.00840 2.70125 -0.421
O 2.78406 -3.51483 2.94703 0.122
C 1.32808 -1.76489 1.72908 -0.085
N 0.49198 -1.93138 0.73300 0.191
C 0.30610 -0.87363 -0.10874 -0.129
C -0.57283 -1.00658 -1.21478 -0.084
C -1.25034 -2.34259 -1.38298 -0.112
C -2.55932 -2.41956 -0.61959 -0.241
O -3.49779 -1.43910 -1.05203 -0.208
Si -4.65472 -1.00898 0.06506 0.410
C -5.56568 -2.50659 0.73408 -0.145
C -3.87553 -0.01902 1.45116 -0.152
C -5.84626 0.11960 -0.83426 -0.156
C -0.78046 0.05591 -2.05544 -0.073
C -1.73446 -0.06813 -3.22819 -0.285
C -2.99977 0.82014 -3.05795 -0.037
C -1.03848 0.16063 -4.60430 -0.200
C -1.45504 -0.90149 -5.61618 -0.090
C -0.09881 1.29937 -1.80686 -0.100
C -0.31535 2.47887 -2.72479 -0.089
C 0.85994 2.68978 -3.65966 -0.240
O 0.80033 3.41868 -4.62100 0.054
C 0.74921 1.43574 -0.74765 -0.101
C 1.46385 2.73050 -0.41641 -0.045
C 3.00018 2.66772 -0.47591 -0.240
O 3.43338 1.42317 -0.97784 0.006
C 3.71486 3.03003 0.85398 -0.560
F 4.25055 4.27101 0.74935 0.109
F 4.73384 2.19684 1.10463 0.143
F 2.94512 3.04999 1.94985 0.114
C 0.95730 0.34053 0.11551 -0.133
N 1.80229 0.50369 1.16802 0.222
C 2.00140 -0.51843 1.94731 -0.203
C 2.96819 -0.32236 3.07694 -0.046
C 2.33304 -0.11033 4.49274 -0.615
N 2.67404 -1.20436 5.39571 0.105
N 0.86295 -0.05363 4.35837 0.100
N 2.88348 1.14511 4.99654 0.068
H 1.22501 -5.12556 4.55552 0.073
H 0.59494 -5.72952 2.98111 0.076
H -0.51728 -5.41690 4.30097 0.053
H -0.13405 -2.98785 4.16945 0.099
H -0.51117 -3.59767 2.56787 0.098
H 3.16152 -3.92914 2.16425 0.120
H -1.37759 -2.60591 -2.43150 0.113
H -0.62999 -3.11978 -0.93989 0.111
H -2.97729 -3.42829 -0.68218 0.117
H -2.31533 -2.25146 0.43780 0.106
H -6.60836 -2.44866 0.41836 0.029
H -5.56124 -2.54777 1.82297 0.031
H -5.16189 -3.44309 0.35048 0.024
H -4.62581 0.34918 2.14894 0.033
H -3.19170 -0.66395 2.01017 0.026
H -3.27768 0.79693 1.04490 0.032
H -5.25930 0.87932 -1.35005 0.013
H -6.42108 -0.44033 -1.57097 0.035
H -6.50678 0.59150 -0.10848 0.034
H -2.10907 -1.08435 -3.27403 0.098
H -3.03436 1.23548 -2.05242 0.080
H -3.88957 0.20181 -3.16745 0.074
H -3.06589 1.59838 -3.81689 0.060
H -1.26506 1.14770 -5.00196 0.077
H 0.03971 0.06577 -4.44930 0.117
H -0.89503 -0.76776 -6.54342 0.061
H -2.51271 -0.81132 -5.86983 0.077
H -1.26747 -1.90817 -5.24435 0.072
H -0.47499 3.38722 -2.14511 0.132
H -1.18240 2.35389 -3.35741 0.084
H 1.78418 2.11247 -3.46202 0.135
H 1.10669 3.06052 0.55708 0.119
H 1.16019 3.49075 -1.12912 0.102
H 3.34364 3.43178 -1.17735 0.152
H 4.34129 1.51286 -1.28162 0.110
H 3.52039 0.58350 2.83694 0.097
H 3.70610 -1.12226 3.09422 0.115
H 3.27247 -0.87582 6.14148 0.075
H 3.15733 -1.95020 4.91517 0.060
H 0.50716 0.84846 4.63947 0.070
H 0.44649 -0.77456 4.93009 0.063
H 2.46039 1.90010 4.46647 0.083
H 2.62053 1.25154 5.97290 0.091
C 6.00543 1.95297 5.30577 -0.092
C 6.98072 1.27100 6.02328 -0.099
C 8.28913 1.73519 6.04578 -0.104
C 8.62826 2.88479 5.34583 -0.104
C 7.65944 3.56598 4.62184 -0.099
C 6.35165 3.10074 4.60359 -0.092
H 4.97596 1.59709 5.28401 0.058
H 6.71995 0.37149 6.56823 0.095
H 9.04520 1.20174 6.60805 0.097
H 9.64749 3.24920 5.36387 0.098
H 7.92463 4.45994 4.07153 0.098
H 5.59666 3.63385 4.03772 0.095
C 0.32871 -3.14395 -11.07755 -0.098
C 0.01874 -4.24229 -10.28772 -0.098
C 0.19648 -4.18084 -8.91259 -0.097
C 0.68736 -3.02180 -8.32815 -0.104
C 1.00364 -1.92551 -9.11843 -0.101
C 0.82301 -1.98605 -10.49318 -0.097
H 0.18514 -3.19028 -12.14932 0.100
H -0.36215 -5.14674 -10.74421 0.099
H -0.04802 -5.03634 -8.29622 0.100
H 0.82347 -2.97217 -7.25528 0.096
H 1.39070 -1.02298 -8.66256 0.100
H 1.06796 -1.13072 -11.10952 0.100
C -5.59451 2.45818 -7.15827 -0.096
C -5.39720 3.44490 -6.20207 -0.095
C -4.11272 3.74684 -5.77111 -0.097
C -3.02610 3.06040 -6.29537 -0.108
C -3.22406 2.06837 -7.24613 -0.098
C -4.50823 1.76820 -7.67879 -0.093
H -6.59579 2.22616 -7.49767 0.099
H -6.24508 3.97860 -5.79234 0.100
H -3.95773 4.51700 -5.02624 0.102
H -2.02257 3.29826 -5.96076 0.096
H -2.37627 1.52870 -7.64960 0.101
H -4.66270 0.99598 -8.42143 0.101
C -3.78837 -8.45888 7.62182 -0.099
C -2.89571 -8.07211 8.61178 -0.098
C -2.07609 -6.96940 8.41545 -0.097
C -2.14689 -6.25537 7.22756 -0.100
C -3.03472 -6.64621 6.23525 -0.102
C -3.85654 -7.74697 6.43236 -0.098
H -4.43106 -9.31577 7.77720 0.099
H -2.83899 -8.63037 9.53730 0.100
H -1.38190 -6.66621 9.18851 0.100
H -1.50955 -5.39368 7.07446 0.097
H -3.08685 -6.09193 5.30663 0.096
H -4.55007 -8.05052 5.65882 0.100
C 2.66040 6.70739 2.04673 -0.086
C 2.75115 8.08278 2.21509 -0.091
C 1.62750 8.81836 2.56531 -0.098
C 0.40851 8.17984 2.74534 -0.099
C 0.31399 6.80625 2.57171 -0.096
C 1.43908 6.07071 2.22413 -0.090
H 3.53654 6.13817 1.78129 0.081
H 3.70086 8.58226 2.07260 0.101
H 1.70145 9.89005 2.69804 0.100
H -0.46759 8.75276 3.02070 0.099
H -0.63755 6.30810 2.70832 0.099
H 1.36480 4.99931 2.09273 0.079
```

Summary:
Molar mass: 976.12 Da
HOMO level: -8.55 eV
SMILES: CCB(O)c1nc2c(CCO[Si](C)(C)C)c([C@@H](C)CC)c(CC=O)c(C[C@H](O)C(F)(F)F)c2nc1CC(N)(N)N.c1ccccc1.c1ccccc1.c1ccccc1.c1ccccc1.c1ccccc1
F_max: 0.01652 hartree/bohr



Entry 2:
C56H74F21NO15S2 | wB97M-V/def2-TZVPD

Structure (XYZ):
```
169
Properties=species:S:1:pos:R:3:lowdin_charge:R:1
C -1.41173 -4.51196 3.76322 -0.106
C -1.98030 -4.06867 2.34052 -0.249
C -2.71310 -5.32045 1.74002 -0.217
C -3.59970 -5.03226 0.46804 -0.190
C -4.38030 -3.63834 0.52857 -0.139
C -5.20542 -3.46843 1.84416 -0.086
C -5.80392 -4.70006 2.38618 0.017
C -6.56731 -4.72707 3.63098 -0.166
C -7.19145 -5.99914 4.27202 -0.149
C -8.30982 -6.69254 3.41325 -0.175
C -7.78907 -7.56917 2.20558 -0.163
C -6.45801 -8.34530 2.47505 -0.171
O -6.55522 -9.05767 3.75127 -0.062
C -5.23919 -9.34606 4.14317 -0.491
C -4.42820 -8.44050 5.12390 0.011
O -4.69081 -10.32004 3.69940 0.116
C -6.73747 -3.46019 4.32841 -0.046
C -6.15064 -2.25320 3.79593 -0.379
C -5.36511 -2.18001 2.54990 -0.131
N -4.75191 -0.95315 2.06118 -0.063
O -3.66492 -0.63742 2.90790 -0.116
C -2.43522 -0.60512 2.14783 -0.181
C -2.01425 0.87847 1.78268 -0.171
C -1.17256 0.99179 0.46589 -0.250
C 0.05986 -0.01809 0.40697 -0.098
C -5.68175 0.19307 2.11318 -0.114
C -5.70473 1.08661 0.94567 -0.100
C -4.84411 0.97497 -0.34875 -0.133
C -4.71329 -0.46007 -0.96311 -0.209
C -6.08960 -1.15745 -1.28365 -0.199
C -6.63616 -0.52294 -2.64944 -0.100
C -6.61820 2.23123 1.01007 -0.050
C -7.46894 2.49638 2.15488 -0.500
S -8.50987 3.97737 2.07278 0.775
C -7.47045 1.62990 3.32418 -0.107
C -8.31770 1.76030 4.59584 -0.526
F -7.53818 1.84800 5.73773 0.081
F -9.20716 2.78108 4.66187 0.086
F -9.06766 0.59465 4.72840 0.065
C -6.53544 0.48372 3.27779 -0.291
S -6.35411 -0.67321 4.68026 1.028
H -0.87830 -5.48449 3.59024 0.071
H -0.74725 -3.71328 4.17527 0.069
H -2.27138 -4.75497 4.44556 0.073
H -2.64271 -3.19103 2.53606 0.072
H -1.16323 -3.71592 1.65452 0.116
H -3.32940 -5.80249 2.54664 0.089
H -1.92742 -6.07039 1.44875 0.115
H -4.33716 -5.87667 0.34119 0.096
H -2.96315 -5.07314 -0.46222 0.114
H -5.13181 -3.69350 -0.30633 0.107
H -3.60624 -2.85452 0.37368 0.083
H -5.68901 -5.66704 1.85441 0.079
H -6.36567 -6.68901 4.58513 0.086
H -7.68359 -5.67895 5.23502 0.117
H -9.07346 -5.95583 3.05323 0.119
H -8.85940 -7.39748 4.10086 0.113
H -7.67164 -6.87815 1.32492 0.113
H -8.58857 -8.32844 1.97607 0.118
H -5.64260 -7.57874 2.62156 0.103
H -6.20953 -9.06912 1.65740 0.139
H -3.46451 -8.91477 5.42968 0.095
H -5.04558 -8.17944 6.02054 0.091
H -4.22477 -7.47419 4.57722 0.077
H -7.32674 -3.41099 5.27792 0.112
H -1.64398 -0.98124 2.85883 0.127
H -2.44269 -1.30123 1.27479 0.098
H -1.36549 1.26962 2.61784 0.118
H -2.95566 1.48576 1.78824 0.099
H -1.78660 0.75664 -0.45280 0.094
H -0.84936 2.06278 0.32668 0.104
H 0.82829 0.40853 -0.28359 0.047
H 0.45608 -0.25289 1.42330 0.080
H -0.33456 -0.93535 -0.11559 0.075
H -5.36931 1.60460 -1.12665 0.114
H -3.86871 1.49054 -0.15858 0.098
H -4.18464 -0.33103 -1.95447 0.104
H -4.01838 -1.05398 -0.32841 0.060
H -6.79286 -1.01391 -0.42940 0.108
H -5.86182 -2.22340 -1.52255 0.082
H -5.89875 0.17723 -3.11982 0.065
H -6.76857 -1.36165 -3.38210 0.055
H -7.65071 -0.06098 -2.53282 0.075
H -6.65047 2.94817 0.16267 0.104
H -9.75405 3.54654 2.44695 -0.111
C 6.74628 -0.17385 -0.55472 -0.043
C 6.36223 0.85373 0.48816 -0.180
O 5.42660 1.80740 -0.04836 0.034
C 4.14776 1.42689 -0.08973 -0.383
O 3.73514 0.36497 0.27871 0.172
C 3.28465 2.56410 -0.63338 -0.510
F 3.82068 3.13909 -1.72847 0.151
F 3.12344 3.54738 0.27908 0.140
F 2.05588 2.16289 -0.98177 0.154
H 7.12262 0.31675 -1.45588 0.098
H 7.51127 -0.84077 -0.17075 0.029
H 5.88458 -0.77313 -0.85518 0.089
H 7.24333 1.41864 0.78571 0.105
H 5.96114 0.38415 1.38842 0.133
C 3.69501 6.04723 -1.07642 -0.062
C 3.16139 7.39421 -0.63516 -0.182
O 4.22914 8.35386 -0.52634 0.032
C 4.62488 8.91623 -1.67113 -0.383
O 4.15548 8.67197 -2.74569 0.162
C 5.72720 9.94224 -1.40582 -0.524
F 6.66778 9.47311 -0.56324 0.149
F 5.23273 11.06324 -0.85070 0.164
F 6.36106 10.30903 -2.52586 0.166
H 4.49092 5.71125 -0.40904 0.085
H 2.90422 5.30377 -1.08371 0.067
H 4.12317 6.10493 -2.07902 0.079
H 2.71811 7.30821 0.35719 0.129
H 2.38073 7.75826 -1.30558 0.127
C 12.77240 -4.90336 0.30456 -0.061
C 12.39052 -3.87081 1.34527 -0.199
O 11.46104 -2.91699 0.80338 0.029
C 10.18158 -3.30257 0.76321 -0.382
O 9.77649 -4.36454 1.13807 0.176
C 9.30755 -2.17585 0.21222 -0.515
F 9.83504 -1.60299 -0.88279 0.168
F 9.14152 -1.18918 1.11523 0.154
F 8.07802 -2.59861 -0.13384 0.139
H 13.15341 -4.41685 -0.59565 0.084
H 13.53701 -5.57678 0.69383 0.084
H 11.90855 -5.49853 0.00432 0.078
H 13.27369 -3.30634 1.64484 0.126
H 11.98439 -4.33620 2.24509 0.127
C 3.23024 7.28076 -5.66722 -0.062
C 2.41606 6.42724 -6.61717 -0.198
O 3.09975 5.19769 -6.91524 0.029
C 2.98823 4.22981 -5.99894 -0.386
O 2.37304 4.32684 -4.97567 0.166
C 3.71944 2.97079 -6.46604 -0.526
F 4.93859 3.24459 -6.96235 0.160
F 3.03621 2.33782 -7.43899 0.158
F 3.89479 2.08772 -5.47557 0.164
H 4.23252 7.44985 -6.06597 0.089
H 2.74712 8.24483 -5.50501 0.086
H 3.35112 6.78933 -4.70098 0.062
H 2.28991 6.94992 -7.56568 0.125
H 1.41746 6.22719 -6.22417 0.125
C -1.61364 1.07584 -7.05939 -0.059
C -3.03792 1.41885 -6.67292 -0.199
O -3.86751 0.24440 -6.67874 0.030
C -3.79322 -0.53072 -5.59218 -0.385
O -3.09446 -0.31091 -4.64418 0.161
C -4.75905 -1.70985 -5.71420 -0.526
F -4.69940 -2.29901 -6.92146 0.162
F -6.03502 -1.32196 -5.53429 0.146
F -4.51436 -2.66776 -4.81033 0.163
H -1.59202 0.55653 -8.01965 0.085
H -1.00659 1.97928 -7.13158 0.081
H -1.15570 0.41004 -6.32620 0.078
H -3.46411 2.10227 -7.40765 0.126
H -3.08348 1.91798 -5.70323 0.126
C 9.25782 7.34308 1.92388 -0.057
C 8.48257 6.43843 0.98847 -0.200
O 9.22097 5.23571 0.70904 0.030
C 9.15496 4.27641 1.63817 -0.386
O 8.53776 4.35807 2.66107 0.171
C 9.94194 3.04568 1.18498 -0.524
F 11.14718 3.36378 0.68230 0.163
F 9.28533 2.37077 0.22085 0.150
F 10.16191 2.18062 2.18272 0.165
H 10.25128 7.54970 1.52063 0.085
H 8.73118 8.28712 2.06936 0.083
H 9.40034 6.87330 2.89844 0.078
H 8.33380 6.93958 0.03175 0.121
H 7.49394 6.20015 1.38522 0.125
```

Summary:
Molar mass: 1464.29 Da
HOMO level: -8.15 eV
ΔE to the lowest compared entry with this formula, charge and spin: 3.5141 eV
SMILES: CCCCCc1cc(CCCCOC(C)=O)cc2c1N(OCCCC)c1c(CCCC)cc(S)c(C(F)(F)F)c1S2.CCOC(=O)C(F)(F)F.CCOC(=O)C(F)(F)F.CCOC(=O)C(F)(F)F.CCOC(=O)C(F)(F)F.CCOC(=O)C(F)(F)F.CCOC(=O)C(F)(F)F
F_max: 0.07101 hartree/bohr



Question: F_max of number 2 (C56H74F21NO15S2)?
Answer: 0.07101 hartree/bohr



Question: Look up the HOMO level of the second one.
Answer: -8.15 eV



Question: Which formula does entry 1 have?
Answer: C56H73BF3N5O4Si



Question: What is the F_max in the second record?
Answer: 0.07101 hartree/bohr